Formula: C4H9FS
Source: the OMol25 dataset
Level of theory: wB97M-V/def2-TZVPD

XYZ file:
```
15
Properties=species:S:1:pos:R:3:nbo_charge:R:1
C -0.37 0.23 1.46 -0.624
C -0.21 -0.17 0.00 -0.222
C -0.83 0.74 -0.96 -0.630
C 1.23 -0.08 -0.53 0.061
H -1.37 0.02 1.85 0.228
H 0.37 -0.20 2.22 0.228
H -0.28 1.29 1.64 0.210
H -0.37 1.68 -0.92 0.218
H -1.91 0.90 -1.12 0.236
H -0.56 0.43 -2.00 0.219
H 0.04 -2.52 0.45 0.143
H 1.78 0.81 -0.30 0.174
H 1.32 -0.19 -1.54 0.172
F 2.06 -1.12 0.00 -0.391
S -0.90 -1.82 -0.24 -0.021
```

Properties
Orbital gap ... 9.955 eV
2S+1 ... 1
Energy relative to the best compared isomer or geometry (same formula, charge and spin) ... 23.4 kcal per mole

---

Formula: C4H9FS
Source: the OMol25 dataset
Level of theory: wB97M-V/def2-TZVPD

XYZ file:
```
15
Properties=species:S:1:pos:R:3:nbo_charge:R:1
C -1.91 -0.61 0.04 -0.636
C -0.70 -0.09 -0.53 -0.358
C 0.85 -0.39 0.10 0.139
C 2.15 0.49 -0.36 -0.694
H -2.76 -0.50 -0.84 0.250
H -1.64 -1.83 0.47 0.199
H -2.34 -0.15 1.02 0.229
H -0.80 -0.25 -1.66 0.238
H -1.09 1.18 1.43 0.170
H 0.94 -1.59 0.29 0.199
H 1.70 1.71 -0.87 0.288
H 2.99 -0.58 -1.23 0.207
H 2.85 0.69 0.78 0.264
F 0.49 0.22 1.32 -0.414
S -0.73 1.71 0.03 -0.081
```

Properties
Orbital gap ... 9.077 eV
2S+1 ... 1
Energy relative to the best compared isomer or geometry (same formula, charge and spin) ... 192.5 kcal per mole

---

Formula: C4H9IN2
Source: the OMol25 dataset
Level of theory: wB97M-V/def2-TZVPD

XYZ file:
```
16
Properties=species:S:1:pos:R:3:nbo_charge:R:1
C -0.07 0.14 -0.11 -0.033
C 1.01 0.45 -0.81 0.063
C 0.00 1.70 -0.23 -0.290
C -0.83 -0.98 0.48 -0.375
N 2.23 0.04 -1.41 -0.673
N -1.97 -0.56 1.29 -0.727
I 0.58 -2.18 1.73 0.533
H -0.64 2.11 -0.94 0.228
H 0.43 2.28 0.46 0.219
H -1.32 -1.43 -0.32 0.252
H 2.11 -0.07 -2.37 0.459
H 2.47 -0.86 -1.00 0.463
H 3.01 0.73 -1.30 0.482
H -2.80 -1.29 1.42 0.485
H -1.55 -0.17 2.19 0.459
H -2.67 0.09 0.92 0.455
```

Properties
Orbital gap (alpha / beta) ... 7.201 / 6.476 eV
2S+1 ... 3
Energy relative to the best compared isomer or geometry (same formula, charge and spin) ... 0.0 kcal per mole
<S²> ... 2.0086
Net charge ... +2

---

Formula: C4H9MgO4Tl
Source: the OMol25 dataset
Level of theory: wB97M-V/def2-TZVPD

XYZ file:
```
19
Properties=species:S:1:pos:R:3:lowdin_charge:R:1
O 0.01 -2.20 -0.16 -0.898
Tl -1.82 -2.21 0.97 0.760
O -1.05 0.17 0.97 -0.470
C -1.19 1.51 1.06 -0.380
O -0.07 2.19 0.47 -0.130
C -0.02 2.22 -0.94 -0.204
C 1.42 1.99 -1.36 -0.159
O 1.80 0.66 -1.01 -0.282
C 3.09 0.29 -1.47 -0.048
Mg 0.64 -0.48 0.21 0.658
H -1.21 1.87 2.10 0.130
H -2.10 1.88 0.54 0.131
H -0.35 3.15 -1.54 0.149
H -0.84 1.60 -1.34 0.140
H 2.10 2.69 -0.85 0.146
H 1.53 2.12 -2.45 0.140
H 3.27 -0.75 -1.15 0.106
H 3.14 0.36 -2.56 0.107
H 3.85 0.95 -1.02 0.105
```

Properties
Orbital gap ... 7.061 eV
2S+1 ... 1
Energy relative to the best compared isomer or geometry (same formula, charge and spin) ... 0.0 kcal per mole

---

Formula: C4H9N
Source: the OMol25 dataset
Level of theory: wB97M-V/def2-TZVPD

XYZ file:
```
14
Properties=species:S:1:pos:R:3:nbo_charge:R:1
N -1.80 -0.26 1.80 -0.939
C -0.58 -0.86 1.16 -0.540
C 1.47 0.84 -1.67 -0.638
C 0.42 0.02 -0.99 -0.370
C 0.22 0.09 0.37 -0.324
H -2.14 0.44 1.14 0.331
H -2.58 -0.91 1.87 0.292
H -0.91 -1.77 0.64 0.137
H 0.02 -1.25 2.00 0.154
H 2.13 1.35 -0.95 0.188
H 2.12 0.32 -2.38 0.195
H 1.03 1.70 -2.21 0.166
H -0.15 -0.57 -1.70 0.181
H 0.76 0.86 0.92 0.168
```

Properties
Orbital gap (alpha / beta) ... 2.933 / 8.678 eV
2S+1 ... 2
Energy relative to the best compared isomer or geometry (same formula, charge and spin) ... 16.0 kcal per mole
<S²> ... 0.7524
Net charge ... -1

---

Formula: C4H9N
Source: the OMol25 dataset
Level of theory: wB97M-V/def2-TZVPD

XYZ file:
```
14
Properties=species:S:1:pos:R:3:nbo_charge:R:1
C -0.02 0.47 -1.84 -0.609
C 0.07 -0.41 -0.57 -0.434
C 0.85 0.24 0.58 -0.258
C -0.82 -0.38 2.14 -0.064
N 0.39 -0.15 1.91 -0.379
H -0.76 1.29 -1.73 0.202
H 0.97 0.76 -2.22 0.207
H -0.37 -0.09 -2.69 0.207
H 0.56 -1.32 -0.96 0.203
H -0.88 -0.88 -0.37 0.210
H 0.90 1.33 0.57 0.208
H 1.93 -0.05 0.46 0.200
H -1.73 -0.23 1.54 0.142
H -1.09 -0.58 3.18 0.163
```

Properties
Orbital gap ... 10.401 eV
2S+1 ... 1
Energy relative to the best compared isomer or geometry (same formula, charge and spin) ... 27.7 kcal per mole

---

Formula: C4H9N
Source: the OMol25 dataset
Level of theory: wB97M-V/def2-TZVPD

XYZ file:
```
14
Properties=species:S:1:pos:R:3:nbo_charge:R:1
C 2.05 0.30 -0.01 -0.456
C -0.31 -0.06 0.42 -0.068
C -1.65 -0.59 -0.08 -0.426
C -1.25 0.94 -0.20 -0.444
H 2.58 0.02 0.99 0.208
H 2.71 0.10 -0.94 0.206
H 1.51 1.47 -0.05 0.184
H 0.75 -0.71 -1.22 0.318
H -0.09 0.07 1.45 0.191
H -2.25 -1.17 0.60 0.223
H -1.52 -1.09 -1.01 0.201
H -1.17 1.59 -1.00 0.224
H -1.57 1.44 0.77 0.214
N 0.86 -0.76 -0.06 -0.576
```

Properties
Orbital gap ... 10.206 eV
2S+1 ... 1
Energy relative to the best compared isomer or geometry (same formula, charge and spin) ... 78.2 kcal per mole

---

Formula: C4H9N
Source: the OMol25 dataset
Level of theory: wB97M-V/def2-TZVPD

XYZ file:
```
14
Properties=species:S:1:pos:R:3:nbo_charge:R:1
C -1.92 0.49 -0.40 -0.626
C -0.47 0.38 0.13 -0.085
C -0.05 -0.91 0.73 -0.272
N 0.56 -0.46 -0.51 -0.399
C 1.93 0.03 -0.26 -0.427
H -2.77 0.38 0.33 0.219
H -2.07 1.45 -0.92 0.211
H -1.99 -0.33 -1.12 0.220
H -0.01 1.31 0.44 0.191
H -0.71 -1.75 0.55 0.202
H 0.55 -0.96 1.64 0.196
H 2.11 0.53 0.72 0.168
H 2.57 -0.86 -0.28 0.203
H 2.28 0.71 -1.05 0.201
```

Properties
Orbital gap ... 10.298 eV
2S+1 ... 1
Energy relative to the best compared isomer or geometry (same formula, charge and spin) ... 31.0 kcal per mole

---

Formula: C4H9N
Source: the OMol25 dataset
Level of theory: wB97M-V/def2-TZVPD

XYZ file:
```
14
Properties=species:S:1:pos:R:3:nbo_charge:R:1
C -5.44 -2.39 2.86 -0.374
C -5.28 -1.31 2.10 -0.392
H -4.68 -3.13 3.06 0.194
H -6.30 -2.45 3.51 0.186
H -4.71 -1.33 1.18 0.198
H -6.04 -0.54 2.17 0.188
C 2.78 0.72 -2.53 -0.461
C 3.28 1.54 -1.58 -0.007
N 4.60 1.37 -1.01 -0.831
H 2.42 1.05 -3.49 0.201
H 2.58 -0.35 -2.42 0.195
H 2.81 2.51 -1.43 0.174
H 4.89 2.31 -0.76 0.364
H 4.62 0.81 -0.16 0.366
```

Properties
Orbital gap ... 9.068 eV
2S+1 ... 1
Energy relative to the best compared isomer or geometry (same formula, charge and spin) ... 80.5 kcal per mole

---

Formula: C4H9N
Source: the OMol25 dataset
Level of theory: wB97M-V/def2-TZVPD

XYZ file:
```
14
Properties=species:S:1:pos:R:3:nbo_charge:R:1
C -1.62 0.13 -1.00 -0.417
C 0.38 0.57 0.21 -0.062
C 1.67 -0.09 0.47 -0.417
C 0.43 -0.48 1.25 -0.445
H -2.20 1.03 -0.72 0.194
H -2.09 -0.09 -1.93 0.203
H -1.73 -0.76 -0.25 0.166
H 0.29 -0.26 -1.59 0.351
H 0.33 1.59 0.61 0.189
H 2.44 0.41 1.01 0.215
H 2.04 -0.80 -0.23 0.206
H -0.04 -1.42 0.90 0.203
H 0.29 -0.29 2.31 0.221
N -0.20 0.46 -1.05 -0.609
```

Properties
Orbital gap ... 9.979 eV
2S+1 ... 1
Energy relative to the best compared isomer or geometry (same formula, charge and spin) ... 30.9 kcal per mole

---

Formula: C4H9N
Source: the OMol25 dataset
Level of theory: wB97M-V/def2-TZVPD

XYZ file:
```
14
Properties=species:S:1:pos:R:3:nbo_charge:R:1
C -0.94 -2.89 -2.48 -0.388
C 0.33 -2.80 -2.03 -0.387
H -1.74 -3.30 -1.89 0.205
H -1.06 -2.81 -3.56 0.183
H 0.46 -2.54 -0.99 0.181
H 1.15 -3.32 -2.52 0.207
C -0.30 1.45 1.36 -0.469
C 1.10 3.17 1.97 -0.056
N 0.88 2.24 1.16 -0.389
H -0.81 0.97 0.53 0.211
H -1.14 2.07 1.71 0.178
H -0.28 0.65 2.12 0.205
H 1.89 3.88 1.75 0.181
H 0.44 3.23 2.85 0.138
```

Properties
Orbital gap ... 10.316 eV
2S+1 ... 1
Energy relative to the best compared isomer or geometry (same formula, charge and spin) ... 71.8 kcal per mole

---

Formula: C4H9N
Source: the OMol25 dataset
Level of theory: wB97M-V/def2-TZVPD

XYZ file:
```
14
Properties=species:S:1:pos:R:3:nbo_charge:R:1
C 1.80 0.03 0.08 -0.607
C 0.31 0.14 -0.42 -0.268
C -0.66 -0.99 -0.04 -0.219
C -0.78 1.06 0.02 -0.211
H 1.91 0.21 1.15 0.216
H 1.93 -1.15 -0.16 0.215
H 2.62 0.65 -0.70 0.219
H 0.33 0.29 -1.54 0.210
H -0.68 -1.93 -0.58 0.194
H -0.52 -1.27 1.06 0.158
H -2.59 -0.21 0.48 0.357
H -0.84 1.10 1.22 0.154
H -1.01 2.13 -0.34 0.208
N -1.83 -0.06 -0.24 -0.625
```

Properties
Orbital gap ... 10.052 eV
2S+1 ... 1
Energy relative to the best compared isomer or geometry (same formula, charge and spin) ... 55.9 kcal per mole

---

Formula: C4H9N
Source: the OMol25 dataset
Level of theory: wB97M-V/def2-TZVPD

XYZ file:
```
14
Properties=species:S:1:pos:R:3:nbo_charge:R:1
C 0.39 -0.60 1.62 -0.603
C 0.63 0.29 0.42 -0.224
C -1.03 -0.52 -0.91 -0.252
C -0.39 0.59 -1.78 -0.290
H 0.69 0.13 2.36 0.211
H -0.45 -1.13 1.83 0.206
H 1.50 -1.19 1.61 0.191
H 0.07 1.34 0.65 0.141
H 1.68 0.49 0.60 0.197
H -1.43 -1.30 -1.39 0.199
H -1.58 -0.04 0.01 0.193
H -0.60 1.67 -1.38 0.195
H 0.05 0.60 -2.84 0.227
N 0.47 -0.32 -0.79 -0.393
```

Properties
Orbital gap ... 10.629 eV
2S+1 ... 1
Energy relative to the best compared isomer or geometry (same formula, charge and spin) ... 84.2 kcal per mole

---

Formula: C4H9N
Source: the OMol25 dataset
Level of theory: wB97M-V/def2-TZVPD

XYZ file:
```
14
Properties=species:S:1:pos:R:3:nbo_charge:R:1
C -0.80 -0.16 -1.07 -0.245
N -1.16 0.81 0.04 -0.642
C 0.01 0.85 1.01 -0.208
C 0.89 -0.39 0.69 -0.448
C 0.46 -1.07 -0.60 -0.426
H -0.41 0.48 -1.93 0.186
H -1.79 -0.74 -1.09 0.217
H -1.24 1.70 -0.38 0.352
H -0.35 0.88 2.03 0.190
H 0.57 1.87 0.85 0.158
H 1.91 0.03 0.69 0.220
H 0.65 -1.03 1.54 0.215
H 0.00 -2.08 -0.40 0.213
H 1.27 -1.13 -1.39 0.218
```

Properties
Orbital gap ... 9.742 eV
2S+1 ... 1
Energy relative to the best compared isomer or geometry (same formula, charge and spin) ... 27.1 kcal per mole

---

Formula: C4H9N
Source: the OMol25 dataset
Level of theory: wB97M-V/def2-TZVPD

XYZ file:
```
14
Properties=species:S:1:pos:R:3:nbo_charge:R:1
C -0.83 0.78 -0.48 -0.700
C 0.03 -0.23 0.23 -0.064
C 1.32 0.08 0.55 -0.121
N 2.12 0.88 -0.41 -0.854
C -0.90 -1.23 0.85 -0.660
H -1.23 0.51 -1.47 0.230
H -0.35 1.62 -1.05 0.236
H -1.61 1.31 0.05 0.233
H 1.08 1.25 -0.07 0.421
H 2.07 0.49 -1.35 0.352
H 2.04 -0.27 1.29 0.220
H -2.00 -1.25 0.86 0.251
H -0.61 -2.19 1.29 0.235
H -1.13 -1.75 -0.27 0.220
```

Properties
Orbital gap ... 9.253 eV
2S+1 ... 1
Energy relative to the best compared isomer or geometry (same formula, charge and spin) ... 122.2 kcal per mole

---

Formula: C4H9N2
Source: the OMol25 dataset
Level of theory: wB97M-V/def2-TZVPD

XYZ file:
```
15
Properties=species:S:1:pos:R:3:nbo_charge:R:1
C 0.72 -0.08 -0.73 0.486
C 1.06 1.04 -1.56 -0.750
C -1.62 -0.36 0.14 -0.388
C 0.40 -0.62 1.60 -0.424
N 0.39 -1.56 -0.77 -0.098
N -0.17 -0.58 0.24 -0.153
H 1.53 0.86 -2.58 0.315
H 1.63 1.76 -1.01 0.295
H 0.22 1.70 -1.62 0.295
H -1.87 0.50 0.91 0.234
H -1.82 0.00 -0.77 0.220
H -2.04 -1.27 0.31 0.242
H 0.09 -1.39 2.31 0.269
H 1.41 -0.30 1.55 0.237
H 0.06 0.29 1.98 0.221
```

Properties
Orbital gap ... 9.767 eV
2S+1 ... 1
Energy relative to the best compared isomer or geometry (same formula, charge and spin) ... 148.4 kcal per mole
Net charge ... +1

---

Formula: C4H9N2
Source: the OMol25 dataset
Level of theory: wB97M-V/def2-TZVPD

XYZ file:
```
15
Properties=species:S:1:pos:R:3:nbo_charge:R:1
C -0.42 -1.29 0.39 0.257
C 0.67 -1.25 -0.60 -0.503
C 0.22 -0.01 0.11 -0.004
C -1.07 1.34 -1.16 -0.412
N -1.27 -2.00 0.92 -0.515
N 1.14 0.75 0.99 -0.686
H 1.63 -1.69 -0.35 0.243
H 0.43 -1.38 -1.65 0.264
H -1.52 1.96 -0.41 0.207
H -1.69 0.60 -1.62 0.221
H -0.32 1.79 -1.78 0.209
H -1.93 -1.60 1.57 0.372
H 0.62 1.34 1.65 0.453
H 1.77 1.34 0.42 0.451
H 1.73 0.09 1.53 0.444
```

Properties
Orbital gap ... 9.101 eV
2S+1 ... 1
Energy relative to the best compared isomer or geometry (same formula, charge and spin) ... 121.7 kcal per mole
Net charge ... +1

---

Formula: C4H9N2
Source: the OMol25 dataset
Level of theory: wB97M-V/def2-TZVPD

XYZ file:
```
15
Properties=species:S:1:pos:R:3:nbo_charge:R:1
C -0.96 0.67 0.32 -0.240
C -0.11 0.51 -1.04 -0.253
C 0.74 -1.63 -1.55 0.123
C 0.01 0.26 2.45 0.019
N -0.03 0.07 1.21 -0.486
N 0.92 -0.49 -1.03 -0.368
H -1.28 1.68 0.63 0.220
H -1.85 0.10 0.24 0.223
H -0.65 0.35 -1.94 0.225
H 0.41 1.53 -1.14 0.237
H 1.51 -2.38 -1.49 0.239
H -0.30 -1.91 -1.94 0.237
H 0.64 -0.39 3.15 0.204
H -0.55 1.10 2.86 0.156
H 1.84 -0.06 -0.84 0.462
```

Properties
Orbital gap ... 8.525 eV
2S+1 ... 1
Energy relative to the best compared isomer or geometry (same formula, charge and spin) ... 71.5 kcal per mole
Net charge ... +1

---

Formula: C4H9N2
Source: the OMol25 dataset
Level of theory: wB97M-V/def2-TZVPD

XYZ file:
```
15
Properties=species:S:1:pos:R:3:nbo_charge:R:1
C -0.66 -0.46 0.05 0.038
C -1.95 -0.11 -0.36 0.276
C 1.19 1.29 -0.34 -0.422
C 1.66 -1.04 0.06 -0.435
N 0.62 -0.05 -0.06 -0.325
N -3.09 0.17 0.13 -0.621
H -0.61 -1.60 0.31 0.272
H 1.72 1.30 -1.27 0.243
H 1.82 1.36 0.58 0.230
H 0.45 2.05 -0.09 0.231
H 1.94 -1.41 1.05 0.228
H 2.49 -0.41 -0.21 0.228
H 1.55 -2.02 -0.47 0.237
H -3.26 0.48 1.03 0.397
H -3.87 0.46 -0.41 0.423
```

Properties
Orbital gap ... 8.899 eV
2S+1 ... 1
Energy relative to the best compared isomer or geometry (same formula, charge and spin) ... 88.0 kcal per mole
Net charge ... +1

---

Formula: C4H9N2
Source: the OMol25 dataset
Level of theory: wB97M-V/def2-TZVPD

XYZ file:
```
15
Properties=species:S:1:pos:R:3:nbo_charge:R:1
C 1.26 2.01 1.78 -0.022
C 0.22 0.28 0.67 -0.328
C -0.74 -0.29 -0.45 0.490
C -0.11 -1.38 -1.21 -0.758
N 0.13 1.46 1.69 -0.381
N -1.89 0.20 -0.70 -0.626
H 1.51 2.74 2.55 0.213
H 2.27 1.65 1.33 0.158
H 0.13 -0.72 1.27 0.251
H 1.19 0.40 0.36 0.229
H -0.76 -2.15 -1.72 0.280
H 0.56 -2.01 -0.61 0.280
H 0.31 -1.01 -2.22 0.313
H -2.01 1.07 -0.23 0.456
H -2.44 -0.35 -1.32 0.446
```

Properties
Orbital gap ... 9.778 eV
2S+1 ... 1
Energy relative to the best compared isomer or geometry (same formula, charge and spin) ... 73.6 kcal per mole
Net charge ... +1

---

Sequential DFT total energy output: -655.8265; -655.5570; -564.1024; -831.3442; -212.4659; -212.5070; -212.4266; -212.5018; -212.4229; -212.5019; -212.4368; -212.4621; -212.4170; -212.5079; -212.3564; -266.8628; -266.9053; -266.9854; -266.9590; -266.9820 Eh